[1]
{"formula": "C37H50MoN7O3", "method": "ωB97M-V/def2-TZVPD", "max_force_ev_per_a": 0.964, "multiplicity": 3, "e_above_lowest_kcal_mol": 1.7, "lumo_ha": [-0.3381, -0.3089], "total_charge": 3, "species": ["C", "C", "H", "C", "H", "H", "H", "C", "C", "C", "H", "H", "H", "H", "N", "H", "H", "H", "C", "C", "H", "H", "H", "H", "H", "C", "H", "H", "C", "H", "C", "H", "H", "C", "N", "H", "H", "C", "H", "H", "H", "H", "C", "C", "C", "H", "H", "H", "H", "C", "H", "H", "H", "N", "N", "C", "H", "C", "H", "H", "C", "C", "H", "C", "Mo", "C", "H", "N", "C", "C", "O", "H", "C", "H", "C", "N", "O", "H", "H", "H", "C", "C", "C", "C", "H", "H", "H", "C", "C", "H", "H", "C", "H", "O", "C", "C", "C", "N"], "positions_angstrom": [[-2.1700, -4.9469, 0.1490], [1.4010, 5.9234, -0.1936], [1.5594, 5.9786, -1.2704], [-0.4534, -3.2140, 0.0381], [3.2942, -2.9710, 4.4762], [0.3822, -2.8250, -4.7394], [-0.9211, 7.5406, -1.4343], [-1.2600, 6.5475, -1.7047], [-0.9418, 1.5860, 2.5447], [-0.7969, 5.4621, -0.9771], [-3.2051, -5.2272, 0.3168], [3.5168, -0.9724, 1.3869], [2.7189, -1.0293, 3.6242], [-0.6716, 3.4411, 0.5521], [-0.1876, 0.9817, 0.2841], [-2.5017, 7.1974, -3.3203], [-3.3767, -0.1511, 1.4167], [3.2735, 1.0655, 0.5961], [2.3830, -3.8802, 2.7631], [2.6278, -1.5769, 1.5619], [2.3866, -4.9244, 2.4563], [-2.7382, -2.2716, 1.6953], [1.4684, -3.9609, -0.6112], [-1.2288, -2.0445, 2.9196], [1.9725, -2.0281, -0.3669], [0.4451, -4.2124, -0.3464], [4.1889, -2.9802, 1.9938], [-1.5629, 2.1637, 4.5151], [-0.7763, 2.2044, 3.7713], [0.4606, -4.0459, 3.7475], [0.0426, 1.6296, 1.5528], [2.0107, -0.4641, -0.0364], [4.0847, -4.3154, 3.9639], [0.2454, -1.9307, -4.1439], [3.1605, -3.9031, 4.0868], [2.0300, 5.1462, 0.2348], [3.4825, 2.3725, -0.5655], [-0.1213, 0.3227, -2.6072], [0.0409, 2.9735, -6.0390], [-3.3289, 0.6568, -0.1688], [-2.5142, -2.4792, -1.9791], [-2.5751, 3.0002, -2.5109], [-2.6026, 5.0716, -3.0520], [0.0660, 0.4397, -4.0023], [-2.1459, 6.3488, -2.7511], [1.1146, 1.5698, -6.2453], [0.7919, -6.2879, -0.7669], [1.6338, -0.0453, 2.7088], [0.3979, -0.6151, -5.8407], [0.1410, 1.9049, -5.8861], [-1.5527, -6.9483, -0.3089], [0.0230, -3.0313, -2.3628], [-0.6601, -0.5309, 2.9920], [-0.4590, -1.4534, 2.6136], [-0.8082, 3.1399, -0.4018], [-1.2458, 4.1805, -1.2858], [2.2356, 3.6371, 3.1620], [-1.2451, -5.9150, -0.2038], [0.5386, 3.4264, 4.9594], [-0.6601, 1.3792, -6.4075], [-0.4418, 1.8938, -0.7121], [0.0702, -5.5431, -0.4551], [0.6661, -1.7961, 4.3612], [0.0517, -2.0392, -2.7830], [-0.5209, -1.0968, 0.1121], [1.3460, 3.0353, 3.0192], [-3.3180, 4.9249, -3.8504], [-2.6865, -1.3593, -0.1821], [1.1814, 2.4138, 1.7804], [-2.1732, 3.9853, -2.3069], [2.0993, 2.7574, 0.8389], [-4.1681, -1.9635, -1.5622], [-3.5487, -0.2746, 0.3492], [2.6711, -4.4614, 4.7875], [0.7796, -1.9337, 3.2828], [1.7437, -1.3601, 0.3632], [0.0216, 5.6116, 0.1037], [2.0612, 1.3386, -0.7157], [1.6472, 6.8838, 0.2539], [-4.5980, -0.5292, 0.1943], [-0.1402, -0.9105, -1.9526], [3.1293, -3.0273, 1.7278], [-2.8340, -2.5901, 0.6584], [0.3920, 2.9217, 4.0126], [-3.8368, -3.0064, 0.5446], [-0.4309, 2.3328, -2.6574], [3.1121, -3.5563, 0.7764], [1.9628, -1.0791, 2.8324], [0.2536, -0.6885, -4.7711], [0.4545, -3.6592, 2.0523], [-1.8746, 1.0838, 2.3101], [-3.1159, -1.6724, -1.5769], [-2.9880, -0.7896, -2.1977], [0.0344, 1.7033, -4.4677], [2.7414, 1.8129, -0.0035], [-1.7853, -3.6142, 0.2832], [0.9546, -3.4309, 2.9899], [-0.3208, 1.5722, -1.9930]], "mulliken_spin": [-0.038, 0.000, 0.000, -0.139, 0.000, 0.000, 0.000, -0.001, -0.007, 0.001, 0.000, -0.001, 0.001, -0.001, -0.027, 0.000, -0.010, 0.000, -0.005, -0.021, -0.001, -0.002, 0.003, 0.005, -0.001, 0.115, 0.000, 0.000, 0.008, -0.001, 0.011, -0.016, 0.000, -0.031, 0.000, 0.000, 0.000, 0.058, 0.000, -0.001, -0.007, -0.001, -0.001, -0.041, 0.001, -0.001, 0.000, -0.017, 0.001, 0.002, 0.000, 0.010, -0.007, 0.004, 0.007, -0.002, 0.000, 0.050, 0.000, -0.001, 0.018, -0.020, 0.000, 0.100, 2.135, 0.003, 0.000, -0.020, -0.030, 0.002, 0.000, 0.003, 0.035, 0.000, -0.007, 0.014, 0.000, 0.005, 0.000, 0.002, -0.182, 0.001, -0.004, -0.002, 0.006, -0.002, -0.001, 0.039, 0.051, -0.016, -0.012, 0.023, -0.002, -0.006, -0.002, -0.032, 0.014, -0.013]}

[2]
{"formula": "C37H50N3O2", "method": "ωB97M-V/def2-TZVPD", "max_force_ev_per_a": 4.817, "lumo_ha": -0.1040, "total_charge": 1, "species": ["H", "C", "H", "C", "C", "H", "H", "H", "C", "H", "H", "C", "C", "H", "C", "C", "H", "C", "H", "C", "H", "H", "C", "C", "H", "H", "N", "H", "H", "H", "H", "H", "C", "H", "H", "C", "H", "C", "H", "H", "C", "C", "H", "C", "H", "C", "C", "H", "H", "C", "O", "H", "C", "O", "C", "H", "C", "H", "H", "H", "C", "C", "N", "H", "H", "H", "H", "H", "C", "H", "H", "H", "H", "C", "C", "H", "C", "C", "H", "H", "N", "C", "C", "C", "H", "C", "C", "C", "H", "H", "H", "H"], "positions_angstrom": [[-0.2978, 2.3925, 0.8520], [-3.3016, -1.3809, 2.3717], [-1.4692, 3.7287, -3.8141], [2.7477, 2.4371, 4.1175], [-4.9853, -0.8634, 0.7051], [4.5453, -0.4050, -4.2636], [-5.0625, -2.2033, -1.0053], [-1.9709, -5.3757, 3.0928], [2.9311, 0.7780, 2.3357], [-2.4323, 1.8955, 2.0843], [3.0463, -2.5607, -4.4017], [-3.4476, -2.6660, 0.3439], [-0.2162, -1.7364, 1.5751], [-1.5216, 1.9670, 3.6354], [-0.3760, 2.6149, 1.9262], [0.9598, 2.1883, 2.4948], [-0.0071, 4.7575, 1.6500], [3.4609, 1.4205, 3.4590], [3.1884, 2.9514, 4.9757], [1.4796, 2.8098, 3.6334], [-2.6384, 0.2605, -2.6595], [-0.6024, -4.9373, 4.1833], [-2.7061, -2.2590, 1.4484], [4.0214, -1.4858, 2.4818], [5.0821, -0.9596, -2.6448], [-1.1025, -2.6552, -0.8306], [0.6854, 0.1420, -1.3565], [-0.2483, 3.8603, -2.5288], [-2.9129, -1.2901, 3.3904], [0.8045, 0.8844, -6.6478], [3.1705, -0.5469, 0.7458], [4.3634, 0.6562, -2.8484], [1.8071, -0.1753, -3.5478], [-1.1930, 0.6703, 2.4643], [2.7531, -0.9169, -1.8235], [-0.9954, -4.8368, 3.1601], [-0.2801, -1.3704, 2.6240], [-1.2542, 1.9403, -2.5637], [-0.9865, 1.7574, -1.5148], [-0.9517, 1.9677, -5.2454], [1.8085, 0.0129, -4.9296], [2.9243, -0.9773, -2.9056], [-4.8712, 0.0656, 2.6704], [1.6164, 1.0802, 1.9324], [0.2139, -2.8241, 1.2507], [-1.2411, 3.4650, -2.7716], [0.0941, -0.9351, -0.7382], [-1.9747, 3.9359, -2.1063], [-1.5132, -3.8453, 0.8764], [3.7878, -0.2522, 1.6035], [-5.9795, -0.1213, 0.1583], [-1.6921, 4.2394, 1.4873], [-1.3985, -2.9604, 1.6150], [-1.2444, -3.4346, 2.9353], [0.7816, 0.4184, -2.7896], [-3.3683, 1.7746, -2.1245], [0.8118, 0.7699, -5.5618], [0.9211, 3.6046, 4.1346], [3.0551, -1.9047, 2.7766], [-5.5344, 1.8207, 0.8535], [-6.3909, 1.1299, 0.7454], [-4.5419, -1.9542, -0.0820], [1.0197, 0.4023, 0.7668], [-0.0360, -2.4821, -2.2108], [4.5723, -2.2496, 1.9254], [-1.5010, -1.4948, -2.0701], [1.8940, -2.8839, -3.0808], [-2.9740, 1.5420, -3.8515], [2.8679, -2.4492, -3.3225], [4.9235, 1.1048, 0.3167], [-0.9666, 4.3676, 3.1042], [2.5726, -0.4704, -5.5278], [-0.2434, -5.2652, 2.4828], [5.1119, 0.2907, 1.0282], [-1.4543, 1.7329, 2.5607], [5.7978, 0.6593, 1.8005], [0.2726, -0.8042, 0.6016], [-0.7689, 4.0918, 2.0622], [-3.1132, -3.5605, -0.2051], [5.6100, -0.5183, 0.4754], [1.1511, 1.0126, -0.4329], [4.3194, -0.3859, -3.1868], [-0.1931, 1.2293, -3.3868], [-4.4255, -0.6444, 1.9800], [4.4615, 1.1558, 3.8172], [-0.6650, -1.9259, -1.5113], [-0.1685, 1.3867, -4.7719], [-2.6433, 1.3436, -2.8202], [-7.1055, 1.5300, 0.0397], [4.5789, -1.2227, 3.3877], [3.6284, -3.0117, -2.7767], [-6.8742, 0.9559, 1.7214]], "lowdin_charge": [0.108, -0.013, 0.082, -0.028, -0.270, 0.083, 0.126, 0.105, -0.126, 0.083, 0.090, -0.065, 0.003, 0.102, -0.376, -0.137, 0.088, -0.019, 0.115, -0.008, 0.063, 0.096, -0.214, -0.052, 0.083, 0.059, 0.013, 0.088, 0.129, 0.117, 0.106, 0.086, -0.129, 0.052, 0.112, -0.052, 0.135, -0.376, 0.107, 0.118, -0.015, -0.378, 0.111, -0.071, 0.179, -0.049, -0.166, 0.083, 0.162, -0.378, -0.095, 0.083, -0.305, -0.174, -0.073, 0.082, -0.021, 0.119, 0.077, 0.095, -0.051, 0.010, 0.040, 0.088, 0.083, 0.093, 0.062, 0.091, -0.048, 0.082, 0.080, 0.117, 0.091, -0.051, -0.043, 0.082, -0.121, -0.059, 0.122, 0.080, 0.222, -0.050, -0.132, -0.006, 0.122, 0.045, -0.014, -0.043, 0.089, 0.085, 0.085, 0.097]}

no.,molecular weight (g mol⁻¹),DFT total energy (eV)
1,736.79,-57585.0554
2,568.83,-47736.6552